Record 1
The following is a DFT calculation (ωB97M-V with the def2-TZVPD basis set) of a cluster of 2 separate species, C7H8INO2S in total.

Structure (XYZ):
```
20
Properties=species:S:1:pos:R:3
I 4.213 -1.783 -0.618
S -0.348 2.602 0.544
O 2.464 -1.731 1.817
O 0.761 3.425 -2.392
N -2.825 -0.948 0.231
C 2.637 -1.127 0.737
C -2.414 0.435 0.376
C -1.827 -1.998 0.075
C 1.747 0.158 0.311
C -0.304 -1.733 0.079
C -0.920 0.837 0.384
C 0.209 -0.253 0.256
H 1.846 0.910 1.187
H 1.623 3.107 -2.133
H 0.434 -2.589 -0.050
H -3.208 1.248 0.487
H 2.141 0.677 -0.626
H -2.204 -3.063 -0.066
H -0.198 2.999 -0.840
H -3.828 -1.173 0.241
```

Properties
Energy above the lowest of the compared OMol25 structures with the same formula, charge and spin (eV): 3.825
Energy (eV): -31902.4328
Molecular weight (g/mol): 297.12
HOMO (eV): -6.6
HOMO-LUMO gap (eV): 4.464

Record 2
The following is a DFT calculation (ωB97M-V with the def2-TZVPD basis set) of the ion C7H8IO2 with charge -1.

Structure (XYZ):
```
18
Properties=species:S:1:pos:R:3
I 4.951 0.210 0.013
O 3.136 -2.622 0.150
O 2.155 1.895 -0.519
C 2.454 -1.591 -0.012
C 0.264 0.598 1.399
C 0.600 0.057 0.005
C 2.023 0.727 -0.249
C 2.958 -0.271 -0.032
C -0.352 0.499 -1.093
C 0.940 -1.389 0.075
H -1.322 0.879 -0.784
H 0.869 -0.015 2.065
H 0.110 1.373 -1.573
H -0.809 0.393 1.719
H 0.456 -2.063 -0.704
H 0.621 -1.808 1.051
H 0.568 1.612 1.392
H -0.594 -0.215 -1.769
```

Properties
Energy above the lowest of the compared OMol25 structures with the same formula, charge and spin (eV): 0.000
Energy (eV): -19585.6869
Molecular weight (g/mol): 251.04
Charge: -1
HOMO (eV): -3.8
HOMO-LUMO gap (eV): 6.910

Record 3
The following is a DFT calculation (ωB97M-V with the def2-TZVPD basis set) of a cluster of 2 separate species, C7H8IP in total.

Structure (XYZ):
```
17
Properties=species:S:1:pos:R:3
I -0.964 0.735 -3.615
P -1.729 -0.082 -1.564
C -0.691 0.673 -0.314
C -0.021 -3.132 -1.305
C -0.886 0.076 0.971
C -0.187 0.519 2.017
C 0.934 1.324 1.812
C 1.289 1.787 0.507
C 0.384 1.591 -0.520
H 0.764 -3.119 -0.599
H -0.926 -2.701 -1.105
H -0.542 0.136 3.091
H 1.602 1.574 2.661
H 0.562 2.066 -1.436
H 1.948 2.634 0.493
H -1.712 -0.542 1.186
H 0.174 -3.538 -2.282
```

Properties
Energy above the lowest of the compared OMol25 structures with the same formula, charge and spin (eV): 0.501
Energy (eV): -24774.8350
Molecular weight (g/mol): 250.02
HOMO (alpha / beta) (eV): -8.7 / -7.5
HOMO-LUMO gap (alpha / beta) (eV): 7.420 / 7.591

Record 4
The following is a DFT calculation (ωB97M-V with the def2-TZVPD basis set) of the molecule C7H8N2.

Structure (XYZ):
```
17
Properties=species:S:1:pos:R:3
N -0.106 1.775 0.060
N -1.370 1.288 0.031
C -2.905 -0.607 -0.090
C 0.992 1.242 -0.104
C 3.113 -0.365 -0.015
C 1.804 -0.114 -0.138
C -1.538 -0.030 0.077
C 0.831 -1.441 0.062
C -0.528 -1.235 -0.080
H -3.716 -0.326 -0.883
H 3.895 0.583 0.324
H -0.790 -2.212 0.171
H -2.727 -1.768 0.266
H 1.850 1.837 0.161
H 3.420 -1.408 0.120
H -3.602 -0.416 0.874
H 1.388 -2.434 0.060
```

Properties
Energy above the lowest of the compared OMol25 structures with the same formula, charge and spin (eV): 6.521
Energy (eV): -10361.6620
Molecular weight (g/mol): 120.16
HOMO (eV): -9.0
HOMO-LUMO gap (eV): 8.397

> The lowest energy belongs to which entry?

C7H8INO2S

> energy above the lowest of the compared OMol25 structures with the same formula, charge and spin of number 3 (C7H8IP)?

0.501 eV